{
  "formula": "C22H10CeCl6N2O2",
  "method": "the ωB97M-V functional and the def2-TZVPD basis",
  "species": ["H", "H", "C", "C", "H", "C", "C", "C", "C", "C", "H", "Cl", "H", "C", "C", "Cl", "O", "C", "Cl", "C", "C", "C", "Cl", "C", "C", "C", "Cl", "N", "H", "H", "C", "C", "H", "Cl", "O", "C", "H", "N", "C", "H", "C", "C", "Ce"],
  "xyz": [[-2.54, 5.70, 0.00], [-5.27, 0.41, 0.00], [-4.68, -0.51, 0.00], [5.09, -4.25, 0.00], [-2.60, -3.77, 0.00], [0.23, 2.98, 0.00], [2.54, -3.10, 0.00], [-3.29, -0.45, 0.00], [-5.33, -1.73, 0.00], [4.97, -2.86, 0.00], [3.94, 3.97, 0.00], [3.39, -0.61, 0.00], [2.20, 5.76, 0.00], [-1.14, 2.61, 0.00], [3.94, -5.05, 0.00], [-7.04, -1.80, 0.00], [1.33, -2.48, 0.00], [1.93, 4.72, 0.00], [1.24, -5.43, 0.00], [2.47, 2.41, 0.00], [-2.68, 0.85, 0.00], [-1.75, 4.96, 0.00], [6.65, -4.95, 0.00], [3.68, -2.34, 0.00], [-0.44, 5.34, 0.00], [2.67, -4.48, 0.00], [4.10, -6.75, 0.00], [1.21, 2.01, 0.00], [3.24, 1.66, 0.00], [-3.42, 1.64, 0.00], [-2.56, -1.64, 0.00], [2.89, 3.74, 0.00], [-0.15, 6.38, 0.00], [6.33, -1.83, 0.00], [-1.21, -1.57, 0.00], [0.57, 4.35, 0.00], [-5.09, -3.86, 0.00], [-1.42, 1.19, 0.00], [-3.19, -2.87, 0.00], [-3.14, 3.38, 0.00], [-2.09, 3.60, 0.00], [-4.58, -2.91, 0.00], [0.52, -0.46, 0.00]],
  "mulliken_charge": [0.44, 0.50, -0.97, 0.52, 0.56, -0.28, -0.47, 0.15, 0.00, -0.40, 0.45, -0.28, 0.47, 0.79, 0.05, -0.14, -0.42, -0.48, -0.15, 0.36, 0.85, -1.22, -0.13, 0.73, -0.88, 0.48, -0.12, -0.14, 0.44, 0.19, 0.13, -1.05, 0.44, -0.16, -0.45, 1.52, 0.45, -0.10, -0.61, 0.35, -0.71, -0.49, 1.79],
  "max_force_ev_per_a": 2.34,
  "relative_energy_kcal_mol": 12.64,
  "orbital_gap_ev": [5.007, 5.006],
  "energy_ha": -4340.1359,
  "charge": 2
}